{"formula": "C72H151F6N6O8S", "method": "the ωB97M-V functional and the def2-TZVPD basis", "elements": ["C", "C", "C", "C", "N", "C", "C", "C", "C", "C", "C", "C", "H", "H", "H", "H", "H", "H", "H", "H", "H", "H", "H", "H", "H", "H", "H", "H", "H", "H", "H", "H", "H", "H", "H", "H", "C", "C", "C", "C", "N", "C", "C", "C", "C", "C", "C", "C", "H", "H", "H", "H", "H", "H", "H", "H", "H", "H", "H", "H", "H", "H", "H", "H", "H", "H", "H", "H", "H", "H", "H", "H", "C", "C", "C", "C", "N", "C", "C", "C", "C", "C", "C", "C", "H", "H", "H", "H", "H", "H", "H", "H", "H", "H", "H", "H", "H", "H", "H", "H", "H", "H", "H", "H", "H", "H", "H", "H", "C", "C", "C", "C", "N", "C", "C", "C", "C", "C", "C", "C", "H", "H", "H", "H", "H", "H", "H", "H", "H", "H", "H", "H", "H", "H", "H", "H", "H", "H", "H", "H", "H", "H", "H", "H", "C", "C", "C", "C", "N", "C", "C", "C", "C", "C", "C", "C", "H", "H", "H", "H", "H", "H", "H", "H", "H", "H", "H", "H", "H", "H", "H", "H", "H", "H", "H", "H", "H", "H", "H", "H", "C", "C", "C", "C", "N", "C", "C", "C", "C", "C", "C", "C", "H", "H", "H", "H", "H", "H", "H", "H", "H", "H", "H", "H", "H", "H", "H", "H", "H", "H", "H", "H", "H", "H", "H", "H", "C", "O", "O", "C", "F", "F", "F", "C", "C", "H", "H", "H", "H", "H", "H", "O", "C", "O", "O", "H", "C", "F", "F", "F", "S", "O", "O", "O"], "coordinates": [[3.045641, -3.183116, -0.169777], [4.349433, -3.342104, -0.984242], [4.524359, -2.147643, -1.976339], [3.482546, -2.184336, -3.089706], [3.462701, -0.911738, -4.051744], [2.734904, -1.354606, -5.331625], [1.267940, -1.503447, -4.892260], [1.110271, -0.496087, -3.730297], [2.534352, 0.115078, -3.456968], [4.868559, -0.509514, -4.384717], [4.906729, 0.796036, -5.184863], [5.143154, 0.426946, -6.648107], [2.987760, -2.185879, 0.278178], [3.023653, -3.938111, 0.626538], [2.132958, -3.263832, -0.820120], [4.451811, -4.236514, -1.592067], [5.272909, -3.405568, -0.486862], [5.459217, -2.190891, -2.533040], [4.562220, -1.208094, -1.457211], [2.456393, -2.259325, -2.755594], [3.757491, -2.910165, -3.821332], [2.887209, -0.468954, -5.986607], [3.262981, -2.218341, -5.777778], [0.528657, -1.352667, -5.687430], [1.165663, -2.533300, -4.524534], [0.372732, 0.254419, -3.994918], [0.620397, -0.834871, -2.785218], [2.568771, 1.092314, -3.937474], [2.827790, 0.329982, -2.455647], [5.194917, -1.335928, -4.971739], [5.503179, -0.348995, -3.516704], [5.715369, 1.427378, -4.832717], [3.991709, 1.343774, -5.023890], [5.701565, -0.495173, -6.809900], [5.642604, 1.199121, -7.249352], [4.172338, 0.125165, -7.149217], [3.795748, 1.961360, 7.667866], [4.826272, 2.743614, 6.924617], [4.793863, 2.391993, 5.444144], [6.032250, 2.935793, 4.766347], [5.946436, 3.218557, 3.250282], [7.308042, 3.630318, 2.778747], [7.072091, 4.595462, 1.594733], [5.613694, 5.192321, 1.767995], [5.125256, 4.496447, 3.062414], [5.249476, 2.062012, 2.540709], [6.070748, 0.793303, 2.469936], [5.232168, -0.328797, 1.863558], [3.886655, 0.885410, 7.494049], [2.798501, 2.220856, 7.380891], [3.763540, 2.076365, 8.773039], [5.794824, 2.472997, 7.272667], [4.745353, 3.828340, 7.016296], [3.952457, 2.878983, 4.866319], [4.498916, 1.334951, 5.326116], [6.958983, 2.362459, 4.991585], [6.207426, 3.908122, 5.277452], [7.810107, 2.742889, 2.464931], [7.790295, 4.097389, 3.658873], [7.094831, 4.164462, 0.597101], [7.858083, 5.364531, 1.656325], [5.057980, 4.851411, 0.876148], [5.680690, 6.232738, 1.984827], [4.045692, 4.243569, 3.097322], [5.521201, 5.100366, 3.837669], [4.964792, 2.486435, 1.546860], [4.254981, 1.855294, 3.004040], [6.455351, 0.505332, 3.439336], [6.948021, 0.961560, 1.830965], [5.822594, -1.214913, 1.680905], [4.850992, 0.030008, 0.917422], [4.383902, -0.689481, 2.508523], [-4.213695, -10.879444, -0.313116], [-3.065975, -10.529840, -1.283061], [-2.453129, -9.055045, -0.968693], [-3.312455, -8.045705, -1.699101], [-3.295036, -6.639895, -1.077984], [-3.851661, -5.616999, -2.010756], [-5.356247, -5.628581, -1.820903], [-5.438627, -5.663756, -0.304792], [-4.302940, -6.559823, 0.129445], [-1.939492, -6.150201, -0.658660], [-0.876934, -5.904185, -1.750169], [0.381443, -5.490447, -1.037916], [-3.801946, -11.119797, 0.664650], [-4.790011, -11.662562, -0.849748], [-4.895375, -10.037022, -0.128915], [-3.365027, -10.462962, -2.307951], [-2.289607, -11.304245, -1.289065], [-1.405802, -9.016661, -1.232525], [-2.576098, -8.860834, 0.120265], [-4.373486, -8.382654, -1.809604], [-2.899343, -7.902481, -2.706827], [-3.534348, -4.630183, -1.676598], [-3.408742, -5.793575, -2.993936], [-5.790631, -4.782960, -2.333635], [-5.879069, -6.468021, -2.251621], [-5.365956, -4.595825, 0.017216], [-6.359191, -6.040517, 0.056340], [-3.742766, -6.245649, 1.045113], [-4.756110, -7.520916, 0.386862], [-1.539823, -6.826326, 0.094987], [-2.076458, -5.180553, -0.231091], [-1.160290, -5.014258, -2.305117], [-0.710389, -6.712222, -2.467359], [0.595694, -6.049452, -0.089221], [0.446051, -4.440234, -0.794748], [1.239085, -5.755688, -1.707014], [4.365431, -3.488282, 5.625267], [3.928937, -2.892530, 4.299509], [2.433929, -2.659771, 4.275310], [1.503420, -3.376049, 3.299031], [0.127414, -3.532677, 3.866899], [0.094207, -4.421541, 5.103481], [-0.579534, -5.732947, 4.735360], [-1.597740, -5.234459, 3.706448], [-0.748430, -4.232781, 2.907284], [-0.461082, -2.059452, 4.074348], [-1.934335, -1.985039, 4.431212], [-2.382327, -0.501105, 4.687881], [3.819691, -4.413778, 5.828632], [4.108515, -2.819324, 6.462878], [5.425321, -3.733258, 5.603111], [4.341084, -3.330065, 3.401091], [4.254070, -1.828510, 4.184660], [2.328390, -1.591491, 3.994075], [2.118235, -2.604488, 5.359090], [1.809201, -4.403655, 3.188885], [1.398628, -2.913587, 2.283860], [-0.464061, -3.959569, 5.913431], [1.064928, -4.534852, 5.515706], [-0.865031, -6.270436, 5.656578], [0.048501, -6.414413, 4.228282], [-2.522573, -4.842916, 4.162477], [-1.887831, -6.066723, 3.050116], [-1.159081, -3.453527, 2.276378], [-0.042596, -4.796915, 2.262175], [-0.229271, -1.654914, 3.104514], [0.159796, -1.551182, 4.880944], [-2.163120, -2.451683, 5.405560], [-2.538181, -2.427714, 3.656454], [-2.139518, -0.182749, 5.717942], [-3.450497, -0.402791, 4.556983], [-1.927242, 0.150445, 3.904317], [-4.418666, -1.030468, -7.584821], [-4.520830, 0.459179, -7.718240], [-3.690929, 1.150494, -6.591304], [-4.567092, 1.404375, -5.418474], [-3.781822, 1.520900, -4.097404], [-4.774193, 1.667587, -2.906643], [-5.192967, 0.248959, -2.624804], [-4.319578, -0.662260, -3.412170], [-3.124469, 0.215918, -3.726490], [-2.786305, 2.650834, -4.197130], [-1.609948, 2.673525, -3.270730], [-0.656815, 3.832950, -3.400477], [-4.996197, -1.350267, -6.654067], [-3.390007, -1.350750, -7.530739], [-4.831431, -1.570461, -8.461848], [-5.529614, 0.811515, -7.573525], [-4.197427, 0.805753, -8.752984], [-3.324386, 2.110392, -6.983404], [-2.826635, 0.546717, -6.393782], [-5.336790, 0.672509, -5.227415], [-5.118601, 2.320210, -5.525660], [-4.231990, 2.080149, -2.060655], [-5.578843, 2.374886, -3.225520], [-5.162957, -0.036988, -1.547750], [-6.268818, 0.186155, -2.847466], [-3.891788, -1.588138, -2.934206], [-4.807939, -0.901271, -4.350112], [-2.619781, 0.468963, -2.801857], [-2.435007, -0.083943, -4.555454], [-3.393652, 3.526678, -4.190810], [-2.396363, 2.605341, -5.211456], [-0.931298, 1.797440, -3.513548], [-1.853232, 2.576788, -2.203181], [0.097442, 3.574045, -2.736131], [-1.120264, 4.808140, -3.092186], [-0.310532, 3.986342, -4.390968], [-3.554942, 2.677825, 2.638459], [-3.178654, 3.495968, 1.452439], [-2.878829, 4.975330, 1.776330], [-4.045711, 5.939036, 1.832215], [-3.647613, 7.352102, 1.515900], [-2.409508, 7.790988, 2.335366], [-3.013228, 7.935715, 3.770860], [-4.401431, 8.523126, 3.513121], [-4.638635, 8.471337, 2.038802], [-3.299320, 7.565795, 0.046164], [-4.394762, 7.450691, -0.906708], [-3.958647, 7.979844, -2.329330], [-4.513581, 2.937038, 2.981767], [-2.904676, 2.704955, 3.490937], [-3.582278, 1.604254, 2.335732], [-3.892477, 3.381543, 0.648107], [-2.205908, 3.173002, 1.106141], [-2.217168, 5.219747, 0.933820], [-2.322973, 5.033356, 2.700265], [-4.504524, 6.060888, 2.793631], [-4.849671, 5.657711, 1.123035], [-2.113437, 8.749461, 1.938887], [-1.608875, 7.045217, 2.207203], [-2.399265, 8.558470, 4.442947], [-3.088742, 6.960730, 4.296327], [-4.503760, 9.531387, 3.946285], [-5.157477, 7.977100, 4.118437], [-4.192855, 9.367682, 1.587215], [-5.668861, 8.292214, 1.687137], [-2.450172, 6.886047, -0.191956], [-2.780158, 8.538107, 0.060893], [-5.238035, 8.066461, -0.684294], [-4.713966, 6.392819, -0.990736], [-4.763930, 7.791486, -3.008182], [-3.084641, 7.321800, -2.569230], [-3.734072, 9.054285, -2.296789], [-0.974702, -1.768334, -0.140957], [-0.451792, -0.615752, -0.750042], [-0.319028, -2.169163, 0.919119], [-2.499434, -1.438334, 0.235958], [-2.628487, -0.962552, 1.521833], [-3.215787, -0.650308, -0.599134], [-3.227565, -2.654319, 0.266787], [-0.188581, 0.535259, 0.019482], [1.314306, 0.748513, 0.337171], [1.563096, 0.085025, 1.136267], [1.959606, 0.685864, -0.565694], [1.324160, 1.770495, 0.779100], [-0.798599, 0.492148, 0.894910], [-0.566558, 1.396721, -0.566831], [-0.959711, -2.489193, -0.902600], [6.650946, 1.103137, -2.215799], [5.673843, 1.606562, -1.290047], [5.983480, 2.482538, -0.508945], [4.502280, 1.174535, -1.599785], [7.466281, 1.587594, -2.180372], [1.506950, 5.068446, 0.322192], [1.095225, 4.208982, 1.262194], [2.486322, 5.821019, 0.828721], [2.006963, 4.380022, -0.684025], [0.207396, 6.239957, -0.313198], [0.004707, 7.232544, 0.729677], [0.781220, 6.810357, -1.510574], [-0.859988, 5.253298, -0.543837]], "forces_ev_per_a": [[0.27, -0.37, -0.54], [-0.84, 1.17, -2.05], [-0.10, -0.55, -0.61], [0.19, 1.97, -0.49], [-0.57, -0.99, 0.93], [0.33, 1.51, 0.10], [0.51, -0.75, 0.55], [-0.19, 0.34, 1.11], [-1.36, -0.27, -0.82], [-0.40, 1.45, 0.54], [0.72, -1.07, -0.76], [-1.22, -0.08, -1.53], [0.13, -0.10, 0.05], [-0.32, 0.14, -0.17], [0.92, -0.10, 0.69], [-0.85, -0.53, -0.08], [0.89, 0.28, 1.65], [0.39, -0.36, 0.49], [-0.37, 0.62, 0.29], [-0.04, -0.30, 0.10], [-0.09, -1.14, -0.12], [-0.41, -0.81, 0.23], [-0.50, 0.36, 0.34], [0.44, 0.00, 0.05], [-0.30, 0.19, -0.13], [0.36, 0.57, -0.43], [0.72, -0.55, -0.66], [0.46, -0.35, -0.35], [0.09, -0.28, 0.82], [0.70, -0.59, -0.38], [-0.51, -0.33, 0.36], [0.06, -0.06, 0.27], [-0.06, 0.32, -0.26], [0.51, 0.13, 0.47], [-0.39, -0.11, 0.21], [0.96, 0.85, 0.23], [-0.69, -0.53, 1.58], [-0.25, 0.19, -0.78], [-1.63, 0.37, -1.49], [1.06, 0.01, 0.40], [-1.35, -0.18, 1.76], [-0.64, 0.29, -0.81], [-0.09, 0.95, 0.52], [0.93, -2.58, 0.18], [-0.03, -0.57, -1.31], [-0.60, 0.78, -0.86], [0.13, 0.04, -0.49], [-0.58, -0.19, 0.54], [0.21, 0.05, -0.08], [-0.73, 0.27, -0.50], [0.51, 0.16, -0.64], [0.98, -0.16, 0.50], [-0.19, -0.04, 0.29], [0.38, -0.09, 1.12], [0.98, 0.07, -0.14], [-0.66, 0.03, -0.49], [0.03, -0.38, -0.69], [0.67, -0.49, 0.06], [-0.11, -0.18, -0.68], [0.32, -0.52, 0.32], [-0.40, -0.13, -0.16], [-0.03, 0.84, 0.52], [-0.47, 0.82, -0.46], [0.75, 0.43, 0.24], [-0.51, 0.73, 1.10], [0.67, -0.68, 0.34], [0.91, 0.41, 0.23], [0.01, -0.01, 0.46], [-0.26, -0.09, 0.02], [0.35, -0.19, -0.11], [-0.36, -0.09, -0.36], [0.63, 0.73, -0.51], [0.14, 0.20, -1.34], [0.92, 1.81, 1.04], [-1.46, -1.67, 1.00], [0.24, 0.47, -0.83], [-0.95, 0.09, 1.00], [-0.23, 0.00, -0.81], [0.17, -0.58, -0.58], [0.35, 2.20, -0.28], [0.85, -0.12, 0.92], [0.78, -0.81, -0.54], [-0.95, 0.19, 0.28], [2.14, -1.27, 0.18], [-0.18, -0.61, -0.10], [0.19, 0.13, 1.14], [0.08, -0.03, -0.32], [-0.62, -0.17, -0.71], [-0.07, 0.31, 0.35], [0.21, 0.25, -0.09], [0.34, -0.34, -0.46], [0.85, 0.48, 0.32], [-0.28, -0.05, 0.12], [0.33, -0.05, 0.15], [-0.44, -0.01, -0.01], [-0.16, 0.51, 0.32], [0.18, -0.63, -0.27], [0.26, -0.91, 0.24], [-0.96, -0.34, 0.33], [-0.41, 0.00, -0.92], [0.67, -0.30, -0.50], [-0.12, -0.08, -0.02], [-0.40, 0.55, 0.70], [-0.35, -0.09, -0.45], [-0.13, -0.13, 0.33], [-0.37, 0.29, -0.73], [-0.25, 0.29, 0.06], [-0.47, 0.49, 0.60], [0.03, -0.30, -0.13], [0.17, 1.75, -0.09], [-1.13, 2.30, 0.20], [0.17, -0.60, 0.44], [-0.97, 1.41, 1.51], [-0.07, 0.13, 0.48], [-0.43, 0.88, 0.48], [-0.59, -0.48, -0.21], [0.15, -0.88, -0.74], [1.09, -0.68, 1.53], [-0.20, 0.79, 1.17], [0.93, -0.22, -0.90], [0.07, -0.12, -0.11], [0.37, -0.09, -0.34], [0.04, 0.13, 0.33], [-0.04, -0.74, -0.12], [0.68, -0.98, 0.55], [-0.17, -0.36, 0.10], [-0.20, -0.67, -1.17], [0.43, -0.50, -0.32], [0.08, -0.19, 0.91], [-0.32, 0.41, -0.29], [1.11, -0.10, 0.02], [-0.55, 0.44, -0.52], [1.17, -0.59, -0.57], [0.49, 0.16, -0.20], [-0.10, 0.27, 0.07], [-0.51, -0.24, -0.28], [-0.56, 0.12, 0.19], [-0.21, 0.56, -0.46], [-0.67, -0.81, -1.02], [0.26, -0.44, -0.55], [-0.26, -0.12, -0.22], [0.13, 0.00, -0.66], [-0.31, -0.13, 0.05], [-0.18, -0.19, 0.81], [-1.46, -1.05, 0.30], [1.07, 1.09, -0.73], [-0.33, 0.53, -2.05], [0.29, 0.21, 1.75], [-0.23, 0.07, 0.58], [0.53, 0.97, -1.02], [-2.28, -0.44, 2.02], [1.66, -1.35, -0.87], [-0.01, 0.51, -0.88], [-0.08, -0.13, -0.94], [0.96, -1.77, 0.44], [-2.54, 1.83, -0.07], [0.86, 0.04, -1.13], [0.41, -0.11, 0.28], [-0.07, 0.35, 0.61], [-0.60, -0.05, -0.35], [-0.25, -0.37, 1.39], [-0.04, -0.27, 0.17], [0.42, -0.33, 0.30], [-0.01, -0.46, -0.22], [-0.05, 0.68, -0.05], [0.22, 0.29, -0.17], [0.64, -0.67, 0.33], [0.22, 0.70, -0.70], [0.35, -0.46, -0.28], [-1.03, 0.86, -0.21], [0.07, -0.68, -0.01], [0.58, -0.40, -0.02], [-0.55, 0.04, 1.02], [-0.36, 0.96, 0.37], [0.07, -0.07, -0.02], [-1.08, 0.52, 0.33], [-0.28, -0.01, -0.21], [1.79, 0.19, 1.05], [0.51, -0.91, -0.01], [0.57, -0.13, -1.01], [-0.03, -2.05, -0.63], [1.05, 1.03, 0.77], [-0.24, -0.23, -1.04], [-0.72, 0.37, -0.59], [0.68, 1.72, -0.19], [-0.83, -1.37, 1.24], [0.88, -0.34, -0.17], [-1.04, -0.07, 2.17], [0.62, -0.83, -1.30], [2.34, 0.21, 1.41], [-0.78, -0.05, -2.13], [0.99, -1.50, 1.60], [-1.47, 0.26, 0.57], [0.71, 0.42, 0.27], [-0.17, 0.56, 0.26], [-0.25, 0.07, -0.29], [0.16, -0.48, -0.45], [-0.11, 0.55, 0.52], [0.34, -0.08, 0.25], [-0.28, -0.57, 0.65], [0.42, 0.22, 0.28], [0.23, 0.13, -0.11], [-0.37, 0.65, 0.05], [-0.16, -0.13, -0.56], [0.10, 0.42, -0.51], [0.20, -0.12, -0.65], [0.31, 0.02, -0.66], [-0.56, -0.19, -0.16], [0.58, 0.05, 0.19], [-0.80, 0.14, 0.19], [-0.58, -0.04, -0.33], [-0.80, 0.21, 0.75], [-0.02, 0.53, -0.06], [-0.35, -0.03, -0.55], [-0.44, 1.07, -0.43], [0.20, -0.47, -0.08], [0.33, 1.51, 2.57], [0.15, 0.29, -1.81], [-0.21, -0.27, 0.42], [-0.47, -1.56, 1.20], [-0.04, -0.04, -1.58], [0.53, -0.05, 0.53], [0.60, 0.88, -0.19], [0.67, 0.49, -0.72], [-1.61, 1.17, -0.20], [0.63, -0.77, 0.23], [-0.34, 0.03, 0.84], [0.49, -0.46, -0.49], [-0.14, 0.12, 1.02], [0.23, -0.28, 0.11], [-0.60, -1.25, -1.87], [-1.12, -0.58, 0.53], [-2.28, -0.35, -3.10], [0.88, 0.27, 1.18], [1.94, -0.07, 1.02], [0.55, 0.57, 0.50], [-0.13, 1.50, -0.33], [-0.16, -0.01, 0.21], [0.51, -0.14, 0.52], [0.17, -0.68, -0.41], [0.48, -0.08, -0.74], [-0.42, -0.87, 0.15], [-0.21, -0.58, 0.25], [-0.16, 0.62, 0.14]], "charge": 3, "lumo_ev": -5.006, "max_force_ha_per_bohr": 0.0752, "molar_mass_g_mol": 1375.1, "spin_multiplicity": 1, "homo_lumo_gap_ev": 7.88}